74
Properties=species:S:1:pos:R:3:lowdin_spin:R:1 method="wB97M-V/def2-TZVPD" max_force_ha_per_bohr=0.005 lumo_energy_ev="-8.4 / -10.3" energy_ha=-8743.6744 total_charge=+3 homo_ev="-15.77 / -15.77" orbital_gap_ev="7.40 / 5.51" de_lowest_kj_mol=41.9 multiplicity=5
C -5.69324 -0.56236 0.96871 0.00
N -3.42889 -1.32024 0.66216 0.00
C 3.98638 -2.03021 -0.40183 0.00
C 3.73975 0.38633 0.96748 0.02
C 0.04877 -1.90217 3.97714 0.01
C 5.12203 2.75374 -1.33041 0.06
C 5.61476 4.70759 -2.63415 0.11
C -5.22931 -2.42328 -0.45966 0.00
C 0.18906 -3.33962 -1.94182 0.00
C -3.88280 -2.27332 -0.15287 0.01
N 1.09338 -4.09228 -1.32537 0.01
F -2.08856 0.34245 -2.79466 0.00
C 4.32888 -0.70425 1.58684 0.00
H 4.11479 -2.95912 -0.94242 0.00
C 4.27959 4.81569 -3.03124 0.00
C 3.35687 3.90076 -2.58457 0.06
H -0.37343 -1.31334 4.77525 0.00
C 1.83846 0.97208 -3.72587 0.02
Se -8.51752 1.72213 2.44735 0.00
H -7.20300 -1.63624 -0.11639 0.00
Br -0.65498 1.35385 -0.40180 0.06
H -1.36660 -1.84641 -1.74801 0.00
H 3.65525 1.33007 1.49319 0.00
P 2.60008 1.70204 -1.15218 0.41
H -0.84976 1.31293 3.35633 0.00
H 7.07085 3.60777 -1.49594 0.00
C 0.95363 0.55564 -4.71417 0.00
H 3.04698 -1.04556 -2.05304 0.00
C -4.62374 1.42792 2.80034 0.00
C 3.77668 2.84012 -1.75143 0.09
C -0.37603 0.35141 -4.38785 0.01
F 1.37711 0.33477 -5.93601 0.00
C 3.38478 -0.95078 -1.02829 0.02
N 1.29857 -3.42811 2.97772 0.00
C -1.92222 1.37127 3.21222 0.01
H 3.97361 5.62126 -3.68398 0.00
C -6.58030 0.38961 1.62834 0.00
C 0.07054 0.99485 -2.11465 0.01
C -6.05397 1.37137 2.52609 0.00
H 1.94399 -4.56913 0.50092 0.00
H -4.67542 3.07775 4.17122 0.00
H 0.08474 -3.46366 -3.01281 0.00
C -4.32993 -0.48150 1.23022 0.01
C 1.21548 -3.95352 -0.01262 0.00
C 6.03208 3.67994 -1.78652 0.00
F -1.22721 -0.06068 -5.29675 0.00
C 0.54292 -2.79841 2.12371 0.01
H 2.31761 3.98907 -2.87843 0.00
C 4.45599 -1.90717 0.90179 0.02
N -6.92639 2.18154 3.07099 0.00
N -7.87716 0.40765 1.45087 0.00
H 1.39585 -3.16260 5.00705 0.00
H 5.44265 1.94519 -0.68701 0.00
C -4.04414 2.35484 3.67009 0.01
F 3.11248 1.10794 -4.05872 0.00
H 4.71242 -0.60994 2.59379 0.00
N 0.96956 -2.84499 4.14637 0.01
N -0.25012 -1.83367 2.68627 0.01
Mn -1.51761 -0.97386 1.30467 2.89
C 0.44031 -3.04064 0.68843 0.01
N -2.45677 0.47574 2.38012 -0.01
H 4.94071 -2.74887 1.37913 0.00
C -2.68075 2.32862 3.87057 0.00
C 1.42381 1.20555 -2.41717 0.06
C -0.81073 0.57002 -3.08396 0.00
C -3.79472 0.50795 2.16450 0.01
C -6.14463 -1.55684 0.09682 0.01
H -3.14959 -2.94906 -0.57050 0.00
C -0.60948 -2.43963 -1.25037 0.00
N -0.48423 -2.29031 0.07027 -0.01
H -5.54067 -3.21537 -1.12538 0.00
H 6.33544 5.43324 -2.98733 0.01
C 3.27620 0.26464 -0.34550 0.06
H -2.19912 3.03188 4.53472 0.00